{"formula": "C12H17Cl6NO2", "method": "the ωB97M-V functional and the def2-TZVPD basis", "species": ["O", "N", "O", "C", "C", "C", "C", "C", "C", "H", "H", "H", "H", "H", "Cl", "C", "C", "Cl", "H", "H", "H", "H", "Cl", "C", "C", "Cl", "H", "H", "H", "H", "Cl", "C", "C", "Cl", "H", "H", "H", "H"], "xyz": [[18.154, 12.363, -11.702], [19.107, 11.617, -11.789], [20.247, 11.917, -11.467], [18.901, 10.305, -12.305], [19.832, 9.275, -12.043], [19.718, 7.996, -12.634], [18.585, 7.748, -13.451], [17.631, 8.732, -13.645], [17.768, 9.985, -13.079], [20.630, 9.460, -11.340], [20.396, 7.198, -12.369], [18.473, 6.744, -13.834], [16.734, 8.514, -14.206], [16.868, 10.581, -13.073], [13.343, 4.567, -11.150], [14.296, 4.474, -9.631], [13.741, 5.426, -8.576], [12.352, 4.674, -7.610], [15.267, 4.891, -9.898], [14.680, 3.478, -9.409], [13.414, 6.349, -9.054], [14.591, 5.744, -7.972], [19.714, 9.470, -4.010], [18.394, 9.477, -5.417], [17.786, 10.884, -5.817], [16.408, 10.720, -6.920], [17.728, 8.669, -5.113], [18.912, 9.144, -6.316], [18.506, 11.567, -6.267], [17.454, 11.203, -4.829], [26.058, 1.765, -9.638], [24.952, 2.790, -8.684], [25.546, 4.268, -8.454], [24.210, 5.275, -7.916], [24.814, 2.192, -7.783], [24.004, 2.827, -9.220], [25.989, 4.712, -9.345], [26.356, 4.311, -7.727]], "forces_ev_per_angstrom": [[-0.211, -0.004, -0.110], [0.463, 0.947, 0.703], [-0.202, -0.106, -0.019], [-0.384, -2.945, -1.211], [0.015, -0.124, -0.411], [-1.719, 1.359, 0.045], [1.392, -0.053, 0.816], [0.254, -0.307, 0.004], [-0.056, 0.224, 1.007], [0.155, 0.176, -0.140], [0.122, 0.100, -0.092], [-0.196, 0.027, -0.260], [-0.043, -0.034, -0.019], [0.401, 0.732, -0.299], [0.037, -0.502, 0.330], [1.027, 1.140, -0.620], [-0.077, -0.951, -0.049], [1.204, 0.780, -0.639], [-0.021, 0.621, -0.256], [-1.324, -0.319, 0.490], [-0.466, -0.327, -0.015], [-0.373, -0.431, 0.757], [-1.572, 0.490, -1.674], [1.342, 0.217, -0.899], [0.477, -1.471, 2.271], [0.156, -0.216, 0.115], [-0.367, 0.684, 0.059], [0.336, -0.335, 0.339], [-0.006, -0.300, 0.218], [-0.364, 0.928, -0.442], [0.245, 0.148, -0.251], [0.766, 1.040, 0.070], [-0.087, -1.817, -0.309], [-0.271, 0.391, 0.241], [-0.064, 0.688, 0.244], [0.190, 0.240, 0.024], [-0.459, -0.335, -0.283], [-0.322, -0.354, 0.262]], "homo_ev": -10.25, "smiles": "O=[N+]([O-])c1ccccc1.ClCCCl.ClCCCl.ClCCCl", "total_charge": 0}